Computed, not measured: an isolated molecule of C3H8N2O at a distorted geometry, with ωB97M-V with the def2-TZVPD basis set.

Values from the calculation:
Highest occupied orbital energy, Eh: -0.2952

Structure (ORCA input):
```
! RIJCOSX wB97M-V def2-TZVPD def2/J DEFGRID3
* xyz 0 1
H 0.60247 2.98799 0.31814
H -0.59228 -2.97650 -1.40629
O -0.00231 0.72604 -1.32862
H -0.82446 -0.48496 1.07284
C 0.18540 -1.46452 -0.28996
H -1.71947 -2.15644 -0.41132
H 1.15282 -1.60034 -0.75610
H -0.95645 2.20044 0.65236
C 0.55957 0.92096 -0.18283
H 1.66403 0.81312 -0.15053
H 0.44252 1.91419 1.72108
C 0.12741 2.07993 0.68893
N -0.75605 -2.34849 -0.63759
N 0.11680 -0.61141 0.70990
*
```

---

Computed, not measured: an isolated molecule of C3H8N2O at a distorted geometry, with ωB97M-V with the def2-TZVPD basis set.

Values from the calculation:
Highest occupied orbital energy, Eh: -0.3337
SMILES: CC(C)/N=N\O

Structure (ORCA input):
```
! RIJCOSX wB97M-V def2-TZVPD def2/J DEFGRID3
* xyz 0 1
N 1.21975 -0.48115 0.21600
H 0.21626 -0.66183 -1.19193
H -0.42507 -2.45821 0.35570
O 1.92584 1.37576 -0.85410
C -0.15972 -0.36708 -0.12924
H -0.34428 1.75857 -0.54749
H -0.78827 1.27739 1.10006
C -0.93654 -1.50903 0.50149
C -0.82150 0.98826 0.05031
N 2.14640 0.27124 0.03385
H 2.79456 1.78972 -0.91793
H -1.93402 -1.57690 0.07128
H -1.86283 0.92765 -0.26044
H -1.03058 -1.33437 1.57246
*
```

---

Number 1: E_tot -303.7954 Ha. Number 2: E_tot -303.7545 Ha.